The following is a quantum chemistry calculation of C34H38N6O6P2V as an isolated structure in a non-equilibrium geometry, from the Open Molecules 2025 dataset.

Structure (ORCA input):
```
! wB97M-V def2-TZVPD RIJCOSX def2/J DEFGRID3
* xyz 0 4
V -0.416 -1.794 -0.621
C -0.935 3.537 2.864
C -1.597 2.825 1.928
C -0.950 2.202 0.716
C 0.487 1.654 0.973
C 1.589 2.521 0.437
C 1.696 3.844 0.519
C 0.784 4.676 1.354
C 0.490 3.998 2.775
C 1.953 -2.286 -0.046
H -1.455 3.896 3.756
H -2.698 2.745 1.986
H -0.952 2.900 -0.151
H -1.626 1.356 0.443
H 0.585 1.372 2.032
H 0.532 0.665 0.463
H 2.332 1.969 -0.132
H 2.485 4.392 -0.021
H -0.167 4.913 0.845
H 1.282 5.637 1.546
H 1.140 3.137 2.885
H 0.746 4.705 3.564
H 2.193 -1.555 0.744
H 2.793 -3.007 -0.142
H 1.042 -2.858 0.265
P 1.648 -1.577 -1.669
P -2.200 -0.684 -1.538
N 2.911 -0.300 -1.997
N 2.196 -2.681 -2.920
N -2.088 0.915 -2.544
N -3.602 -1.188 -2.493
C 0.366 -0.706 -2.542
C -0.936 -1.546 -2.563
C 4.153 -0.205 -1.353
C 5.028 0.532 -2.142
C 4.332 0.875 -3.340
C 3.049 0.363 -3.237
C 2.661 -3.968 -2.697
C 3.089 -4.521 -3.894
C 2.879 -3.537 -4.917
C 2.316 -2.420 -4.303
C -2.526 2.171 -2.119
C -2.227 3.119 -3.104
C -1.534 2.431 -4.150
C -1.502 1.087 -3.798
C -4.391 -0.416 -3.372
C -5.039 -1.268 -4.264
C -4.655 -2.610 -3.921
C -3.780 -2.528 -2.851
H 0.630 -0.622 -3.621
H 0.283 0.358 -2.215
H -1.272 -1.876 -3.545
H -0.746 -2.562 -2.013
H 4.271 -0.645 -0.368
H 6.046 0.792 -1.896
H 4.716 1.416 -4.187
H 2.229 0.454 -3.933
H 2.582 -4.387 -1.710
H 3.496 -5.517 -4.043
H 3.104 -3.641 -5.983
H 1.941 -1.510 -4.762
H -3.078 2.285 -1.188
H -2.469 4.175 -3.063
H -1.085 2.849 -5.051
H -1.079 0.259 -4.354
H -4.428 0.659 -3.297
H -5.681 -0.964 -5.075
H -4.978 -3.514 -4.413
H -3.271 -3.300 -2.308
O 1.086 -0.769 3.101
C -0.003 -1.386 3.268
O -0.649 -2.072 2.422
C -0.580 -1.185 4.701
C -0.929 -2.248 5.548
C -1.103 -2.052 6.945
C -1.051 -0.774 7.496
C -0.821 0.318 6.643
C -0.638 0.115 5.250
N -0.593 1.643 7.187
O -0.501 1.753 8.426
O -0.492 2.610 6.395
N -1.216 -3.209 7.796
O -1.348 -4.326 7.257
O -1.168 -3.033 9.030
H -1.025 -3.252 5.143
H -1.171 -0.611 8.559
H -0.486 0.986 4.606
*
```

Output
- highest occupied orbital energy (spin up / spin down) (eV) = -8.40 / -7.55
- expectation value of S² = 3.88
- LUMO level (spin up / spin down) (eV) = -1.1 / -1.3
- energy (eV) = -101350.041

---

The following is a quantum chemistry calculation of a 3-piece molecular cluster, C34H39Br2F10N3O10S overall in a non-equilibrium geometry, from the Open Molecules 2025 dataset.

Structure (ORCA input):
```
! wB97M-V def2-TZVPD RIJCOSX def2/J DEFGRID3
* xyz 0 1
C 0.754 -4.638 -0.303
C -0.502 -4.661 -1.408
C -1.369 -3.299 -1.135
C -2.671 -3.200 -0.087
C -3.080 -4.583 0.692
C -2.766 -4.525 2.334
O -3.752 -5.459 2.955
C -3.496 -1.763 0.154
C -4.777 -1.816 1.174
C -4.683 -0.804 2.463
C -5.588 -1.404 3.734
N -7.097 -1.167 3.519
C -3.052 -0.341 -0.614
C -3.896 1.031 -0.349
C -3.335 1.926 0.950
F -4.192 1.861 -1.537
C -1.754 -0.429 -1.611
C -0.947 -1.870 -1.894
C 0.326 -1.816 -2.981
O 0.524 -2.686 -3.968
C 1.292 -0.471 -2.733
C 2.912 -0.672 -2.807
C 3.687 -2.082 -3.120
O 5.029 -2.050 -2.518
C 5.387 -3.328 -1.880
C 3.821 0.704 -2.545
C 3.076 2.154 -2.178
C 4.120 3.416 -1.931
Br 5.904 2.900 -1.183
C 4.327 4.291 -3.342
C 4.676 5.868 -2.907
Br 5.871 3.584 -4.397
C 1.408 2.313 -2.110
S 0.597 3.946 -1.684
O -0.737 4.231 -2.481
O 1.463 5.208 -2.071
C 0.106 3.859 0.111
F -1.202 4.610 0.220
F -0.286 2.416 0.338
C 1.106 4.467 1.220
F 2.316 5.167 0.754
F 0.327 5.513 1.988
C 1.611 3.413 2.399
F 0.468 2.773 3.140
F 2.259 4.305 3.436
C 2.779 2.371 1.937
F 4.087 2.984 1.596
F 2.428 1.444 0.842
F 3.052 1.496 3.140
C 0.520 0.981 -2.420
C -1.132 0.862 -2.479
O -1.865 1.604 -3.305
H 0.605 -5.400 0.573
H 1.741 -4.942 -0.892
H 0.943 -3.525 0.059
H -1.073 -5.668 -1.241
H 0.011 -4.732 -2.456
H -2.678 -5.571 0.215
H -4.270 -4.657 0.626
H -2.987 -3.455 2.770
H -1.695 -4.906 2.608
H -3.865 -5.255 3.931
H -5.716 -1.442 0.537
H -5.067 -2.869 1.579
H -3.600 -0.494 2.775
H -5.259 0.190 2.140
H -5.389 -2.542 3.936
H -5.305 -0.710 4.654
H -7.260 -0.519 2.715
H -7.498 -0.658 4.360
H -4.978 0.683 0.026
H -2.393 1.419 1.423
H -4.156 2.037 1.801
H -3.162 3.003 0.527
H 3.720 -2.324 -4.289
H 3.077 -2.946 -2.584
H 4.876 -3.522 -0.843
H 6.561 -3.290 -1.689
H 5.141 -4.225 -2.611
H 4.977 0.556 -2.642
H 3.665 4.177 -1.167
H 3.310 4.324 -3.962
H 5.265 5.923 -1.896
H 5.339 6.413 -3.731
H 3.691 6.500 -2.779
C -8.518 -5.442 4.473
N -7.332 -4.857 3.792
O -6.357 -4.573 4.498
O -7.412 -4.699 2.568
H -8.308 -5.524 5.541
H -9.363 -4.773 4.296
H -8.695 -6.428 4.038
C 9.493 5.320 -0.644
N 9.134 4.945 -2.038
O 7.931 4.920 -2.325
O 10.069 4.686 -2.805
H 8.577 5.520 -0.084
H 10.038 4.481 -0.207
H 10.117 6.215 -0.694
*
```

Output
- highest occupied orbital energy (eV) = -8.67
- LUMO level (eV) = -1.8
- SMILES = CCc1c(CCO)c(CCCN)c([C@@H](C)F)c2c1C(=O)c1c(COC)cc([C@@H](Br)[C@@H](C)Br)c(S(=O)(=O)C(F)(F)C(F)(F)C(F)(F)C(F)(F)F)c1C2=O.C[N+](=O)[O-].C[N+](=O)[O-]
- energy (eV) = -238892.128

---

The following is a quantum chemistry calculation of C34H39FN3PdSb as an isolated structure, from the Open Molecules 2025 dataset.

Structure (ORCA input):
```
! wB97M-V def2-TZVPD RIJCOSX def2/J DEFGRID3
* xyz -2 1
Pd 0.163 -0.543 0.229
C 4.904 0.478 -0.734
C 3.616 -0.094 -0.825
N 2.522 0.593 -0.636
C 2.582 1.907 -0.326
C 3.825 2.545 -0.124
C 4.992 1.790 -0.374
C 3.888 3.878 0.370
C 2.712 4.489 0.691
C 1.457 3.897 0.455
C 1.313 2.632 -0.139
N 0.195 1.963 -0.452
C -1.039 2.487 -0.540
C -1.425 3.833 -0.630
C -2.771 4.244 -0.617
C -3.803 3.360 -0.524
C -3.493 1.971 -0.549
C -4.513 0.992 -0.543
C -4.199 -0.326 -0.679
C -2.840 -0.665 -0.847
N -1.872 0.214 -0.806
C -2.156 1.528 -0.621
H 5.786 -0.126 -0.915
H 3.482 -1.156 -1.017
H 5.959 2.270 -0.248
H 4.850 4.351 0.533
H 2.725 5.478 1.143
H 0.582 4.427 0.787
H -0.674 4.597 -0.730
H -2.980 5.310 -0.660
H -4.837 3.676 -0.469
H -5.545 1.315 -0.439
H -4.953 -1.103 -0.680
H -2.544 -1.698 -1.000
F -2.517 -7.354 0.288
C -1.689 -6.240 0.327
C -1.816 -5.250 -0.631
C -1.004 -4.133 -0.585
C 0.006 -3.943 0.417
C 0.824 -2.813 0.472
C 0.069 -5.002 1.382
C -0.753 -6.114 1.336
H -2.562 -5.348 -1.414
H -1.120 -3.365 -1.342
H 0.918 -2.195 -0.449
H 1.635 -2.787 1.192
H 0.800 -4.926 2.181
H -0.669 -6.889 2.091
C -0.682 2.717 3.680
C -0.819 1.324 4.300
C -0.363 1.367 5.750
Sb 0.011 -0.113 2.798
C 1.969 -0.591 3.623
C 2.122 -0.944 5.094
C 2.966 0.490 3.219
C -1.004 -1.885 3.565
C -2.159 -2.230 2.629
C -1.483 -1.860 5.010
H -1.197 3.482 4.278
H -1.080 2.763 2.664
H 0.369 3.019 3.608
H -1.880 1.046 4.260
H 0.655 1.768 5.815
H -0.359 0.393 6.244
H -0.997 2.038 6.347
H 2.174 -1.489 3.028
H 1.968 -0.076 5.739
H 3.136 -1.315 5.298
H 1.427 -1.721 5.417
H 2.763 1.434 3.738
H 2.926 0.700 2.148
H 3.995 0.201 3.470
H -0.236 -2.658 3.446
H -2.928 -1.447 2.640
H -2.638 -3.167 2.938
H -1.810 -2.335 1.600
H -2.203 -1.054 5.182
H -0.679 -1.728 5.737
H -1.995 -2.798 5.261
*
```

Output
- highest occupied orbital energy (eV) = 0.76
- LUMO level (eV) = 4.8
- energy (eV) = -53094.405